86
Properties=species:S:1:pos:R:3:lowdin_charge:R:1 method="wB97M-V/def2-TZVPD" total_energy_ev=-225902.3892 spin_multiplicity=1 e_homo_ev=-7.9
Ni 0.20 -0.13 -0.06 0.006
Br -3.19 -5.71 -1.26 0.690
C -2.18 -4.16 -0.83 -0.713
C -1.12 -3.79 -1.64 -0.142
C -0.40 -2.64 -1.32 -0.131
C -0.72 -1.83 -0.22 -0.290
C -1.78 -2.27 0.57 -0.124
C -2.52 -3.41 0.28 -0.142
H -0.86 -4.38 -2.51 0.096
H 0.41 -2.36 -1.98 0.095
H -2.08 -1.70 1.45 0.071
H -3.35 -3.71 0.90 0.096
C 1.41 -2.66 2.50 -0.364
Te 2.01 -1.27 0.99 1.622
C 2.81 -0.23 2.68 -0.352
C 3.20 -1.34 3.62 -0.293
C 4.23 -1.20 4.55 -0.041
C 4.57 -2.26 5.38 -0.086
C 3.87 -3.46 5.29 -0.086
C 2.84 -3.60 4.38 -0.041
C 2.50 -2.55 3.54 -0.298
H 1.32 -3.66 2.08 0.066
H 0.44 -2.35 2.89 0.067
H 2.03 0.41 3.09 0.054
H 3.65 0.40 2.37 0.071
H 4.77 -0.26 4.61 0.114
H 5.38 -2.15 6.08 0.101
H 4.15 -4.29 5.93 0.101
H 2.30 -4.53 4.31 0.114
C 0.44 5.01 1.78 -0.113
N -0.09 3.67 2.02 -0.247
C -0.88 3.73 3.24 -0.108
C 1.00 2.69 2.17 -0.195
C 1.81 2.45 0.91 -0.274
C 2.92 3.27 0.72 -0.083
C 3.71 3.17 -0.42 -0.098
C 3.39 2.22 -1.37 -0.099
C 2.31 1.37 -1.15 -0.157
C 1.48 1.43 -0.02 -0.240
H -0.38 5.69 1.53 0.089
H 1.15 5.02 0.95 0.060
H 0.96 5.40 2.67 0.090
H -1.73 4.40 3.09 0.088
H -0.28 4.11 4.08 0.086
H -1.25 2.74 3.50 0.065
H 0.57 1.75 2.51 0.092
H 1.67 3.06 2.97 0.124
H 3.17 4.00 1.48 0.107
H 4.57 3.82 -0.55 0.096
H 3.98 2.13 -2.27 0.098
H 2.11 0.61 -1.90 0.091
O -1.03 0.52 -1.43 -0.450
As -2.18 1.69 -1.14 1.291
C -2.95 1.51 0.63 -0.260
C -2.32 0.77 1.62 -0.117
C -2.96 0.54 2.83 -0.084
C -4.20 1.09 3.07 -0.073
C -4.82 1.86 2.10 -0.072
C -4.20 2.07 0.88 -0.086
C -3.74 1.11 -2.13 -0.299
C -3.85 -0.27 -2.28 -0.068
C -4.97 -0.81 -2.90 -0.062
C -5.98 0.02 -3.36 -0.079
C -5.88 1.40 -3.20 -0.081
C -4.76 1.94 -2.58 -0.128
C -1.55 3.30 -1.99 -0.267
C -1.99 3.59 -3.28 -0.093
C -1.35 4.59 -4.00 -0.076
C -0.27 5.27 -3.46 -0.074
C 0.18 4.95 -2.19 -0.060
C -0.45 3.96 -1.46 -0.082
H -1.34 0.33 1.45 0.064
H -2.47 -0.06 3.58 0.113
H -4.70 0.92 4.02 0.106
H -5.80 2.29 2.29 0.106
H -4.71 2.64 0.11 0.098
H -3.06 -0.91 -1.92 0.099
H -5.05 -1.88 -3.02 0.109
H -6.86 -0.40 -3.84 0.104
H -6.67 2.05 -3.55 0.104
H -4.70 3.02 -2.46 0.103
H -2.80 3.05 -3.74 0.089
H -1.69 4.82 -5.00 0.106
H 0.22 6.05 -4.03 0.106
H 1.04 5.45 -1.77 0.107
H -0.07 3.66 -0.49 0.069